Version P
25
Properties=species:S:1:pos:R:3:lowdin_charge:R:1 method="wB97M-V/def2-TZVPD" e_homo_ev=-8.585 gap_ev=9.35 smiles="C[C@]1(O)CCSC(=C2CC2)C1"
C -1.3401 1.2284 1.3116 -0.378
C -0.7701 1.1005 0.1799 -0.460
C -2.4920 1.5015 2.0607 -0.089
C -1.1339 1.2483 2.7372 -0.062
C 0.6719 0.7734 -0.1232 -0.095
C -0.0651 -0.9092 -1.9154 -0.200
C -1.5755 -0.6759 -1.6262 -0.460
C 0.8365 -0.7347 -0.6712 -0.632
C 2.2672 -0.9604 -1.1013 -0.038
O 0.5604 -1.6088 0.3541 0.012
S -1.8503 1.1113 -1.3157 0.887
H -2.8651 2.5044 1.9892 0.108
H -3.2286 0.6994 2.2299 0.120
H -1.0315 0.2329 3.1617 0.115
H -0.6002 2.0689 3.2130 0.107
H 0.7301 1.3941 -0.9640 0.076
H 1.4803 0.8876 0.6524 0.145
H -0.0935 -2.0131 -2.2163 0.135
H 0.3464 -0.2499 -2.7556 0.140
H -2.2214 -0.9384 -2.4983 0.075
H -1.9639 -1.1902 -0.6318 0.114
H 2.1735 -2.0041 -1.3193 0.070
H 2.9153 -0.8676 -0.1484 0.117
H 2.7745 -0.4621 -1.9655 0.105
H -0.2993 -1.4121 0.7314 0.087

***

Version Q
25
Properties=species:S:1:pos:R:3:lowdin_charge:R:1 method="wB97M-V/def2-TZVPD" e_homo_ev=-8.551 gap_ev=9.32 smiles=Cc1ccc(O)cc1.CCS
C 1.5890 0.4634 -2.6932 -0.633
C 1.4020 0.6092 -1.1640 -0.155
S 0.7961 -0.9819 -3.4371 0.670
H 1.1206 1.3500 -3.1257 0.060
H 2.6267 0.5228 -3.0217 0.054
H 0.4880 1.1863 -1.0677 0.062
H 1.2418 -1.8673 -2.5357 -0.153
H 2.2135 1.2698 -0.8595 0.072
H 1.4421 -0.3248 -0.6223 0.053
C -2.4698 -0.1162 -0.6606 -0.046
C -0.4479 1.3392 2.1720 -0.009
C -1.3877 1.1871 1.1686 -0.053
C 0.2509 0.2185 2.6201 -0.327
C -1.5511 -0.0386 0.5338 -0.303
C 0.0939 -1.0093 2.0376 -0.028
C -0.8324 -1.1178 0.9980 -0.059
O 0.9706 0.4277 3.7830 0.024
H -0.3530 2.2588 2.7310 0.117
H -2.0268 2.0131 0.9072 0.109
H 1.7747 -0.1160 3.8258 0.109
H 0.6371 -1.8916 2.3358 0.113
H -2.8465 0.8642 -0.9369 0.073
H -3.3619 -0.7258 -0.5333 0.078
H -0.9916 -2.0986 0.5701 0.116
H -1.9130 -0.5241 -1.4851 0.053

***

Stability comparison, relative energies in eV: version P 2.342; version Q 0.000

***

Version P
16
Properties=species:S:1:pos:R:3:lowdin_charge:R:1 method="wB97M-V/def2-TZVPD" e_homo_ev=-12.575 total_charge=+1 gap_ev=9.25
N -1.4724 1.2364 -0.5347 0.184
C -0.2157 0.6884 -1.1397 -0.238
C -0.0226 -0.7336 -0.7010 -0.472
S 0.7730 -0.8052 1.0032 0.420
S 2.2549 0.5368 1.0793 0.364
H -2.3295 0.8828 -0.9919 0.121
H -1.4396 2.2563 -0.5025 0.177
H -1.5014 0.9890 0.4387 0.141
H 0.5691 1.3657 -0.7987 0.076
H -0.1946 0.6919 -2.2254 0.137
H -0.8641 -1.3946 -0.4999 0.068
H 0.6827 -1.2904 -1.2942 0.073
H 3.1451 -0.0372 0.2752 -0.170
H -3.3781 -1.0742 -2.1515 0.079
H -4.3187 -0.5868 -1.1152 0.080
O -3.3665 -0.6610 -1.2766 -0.040

***

Version Q
16
Properties=species:S:1:pos:R:3:lowdin_charge:R:1 method="wB97M-V/def2-TZVPD" e_homo_ev=-12.996 total_charge=+1 gap_ev=9.76
N -0.4130 1.2377 0.2867 0.170
C 0.7504 0.4494 -0.2436 -0.247
C 0.4681 -1.0235 -0.0697 -0.536
S 0.6156 -1.5327 1.6605 0.467
S 2.4052 -0.8823 2.2819 0.385
H -1.2604 1.1829 -0.3177 0.116
H -0.1352 2.2180 0.3263 0.172
H -0.6153 0.8843 1.2260 0.141
H 1.6156 0.7502 0.3410 0.073
H 0.9545 0.7609 -1.2671 0.138
H -0.5433 -1.2325 -0.3973 0.066
H 1.0859 -1.5863 -0.7654 0.094
H 3.2095 -1.8599 1.8404 -0.160
H -2.2166 -0.1030 -2.1800 0.077
H -3.4311 0.4851 -1.3994 0.087
O -2.4899 0.2517 -1.3225 -0.043

***

Stability comparison, relative energies in eV: version P 0.353; version Q 0.000